Computed, not measured: one molecule with the formula C6H9N, with ωB97M-V with the def2-TZVPD basis set.

The structure (SMILES) is Cc1c[nH]c(C)c1. The calculation puts the LUMO energy at 1.049 eV. The charge is 0.

Last column: natural (NBO) charge in e.
Atoms and positions in Å:
1 C 2.3262 0.7534 0.2519  -0.620
2 C 1.0063 0.4940 -0.4165  -0.105
3 C 0.6484 -0.4239 -1.3778  -0.079
4 N -0.6732 -0.7662 -1.1614  -0.514
5 C -1.1579 -0.0753 -0.0761  0.124
6 C -2.2996 -0.4928 0.7873  -0.635
7 C -0.1663 0.7664 0.3295  -0.287
8 H 3.0177 -0.0699 0.0613  0.215
9 H 2.1044 0.7244 1.3267  0.213
10 H 2.8186 1.7076 0.0530  0.211
11 H 1.2172 -0.8750 -2.1828  0.208
12 H -1.1636 -1.5072 -1.6361  0.407
13 H -2.1072 -1.5098 1.1552  0.215
14 H -2.2898 0.1677 1.6608  0.228
15 H -3.2935 -0.4579 0.3358  0.212
16 H -0.2142 1.4393 1.1750  0.208

=====

Computed, not measured: a 2-piece molecular cluster, C3H9NO4 overall at a distorted geometry, with ωB97M-V with the def2-TZVPD basis set.

The structure (SMILES) is NC(O)(O)O.CC=O. The calculation puts the LUMO energy at 0.598 eV. The charge is 0.

Last column: natural (NBO) charge in e.
Atoms and positions in Å:
1 N 1.4591 -1.2141 -0.3061  -0.846
2 C 1.4841 -0.0949 0.4931  0.871
3 O 0.3654 0.0811 1.6197  -0.870
4 O 1.2516 1.0320 -0.2374  -0.704
5 O 2.6299 -0.0829 1.2473  -0.704
6 H 0.6836 -1.2632 -0.9565  0.419
7 H 1.6970 -2.0706 0.1668  0.386
8 H 0.2491 -0.7195 2.1484  0.473
9 H 0.8512 1.6712 0.3689  0.489
10 H 2.4814 0.6165 1.9170  0.484
11 C -2.2660 0.2861 -0.4046  -0.745
12 C -1.4053 0.2893 -1.6253  0.473
13 O -0.8655 -0.6850 -2.0861  -0.563
14 H -3.0640 1.0199 -0.4812  0.223
15 H -2.6671 -0.7083 -0.2188  0.231
16 H -1.6352 0.5619 0.4454  0.274
17 H -1.2494 1.2806 -2.0905  0.108

=====

Values of calculated total energy, in order: -288.75663; -475.41507, all in Eh.
Values of energy relative to the best compared isomer or geometry (same formula, charge and spin), in order: 0.691; 0.702, all in eV.